Density functional theory data (the ωB97M-V functional and the def2-TZVPD basis) for 3 unconnected molecules or ions with the total composition CH2N7O5.

The value obtained for the HOMO energy is -4.40 eV. Its total energy is -21727.8367 eV. Its orbital gap is 7.503 eV. The charge is -1.

XYZ file:
```
15
Properties=species:S:1:pos:R:3:forces:R:3:mulliken_charge:R:1
C -0.375783 -0.834275 1.803382 0.6645 -0.0615 0.7672 0.717
N -2.535844 0.450471 0.148840 -1.0075 -3.5329 -0.1845 0.857
N 1.827052 -0.332311 -1.967109 -0.2538 -3.1031 -3.1263 0.016
N 2.742234 -0.254202 -1.159806 1.2773 3.1644 0.9288 0.210
N -0.384989 1.203747 0.089632 0.6555 -0.8146 -1.0904 -0.345
N -1.651237 1.182899 0.537093 0.4612 2.0518 1.3709 -0.532
N -3.494296 0.174780 -0.548467 1.8254 4.9799 -2.2545 -0.186
N 3.306098 -0.846143 -0.235189 -0.2702 -2.8209 2.1139 0.071
O 0.741523 0.306280 -2.016331 0.6022 0.9739 1.1198 -0.573
O -0.510092 -1.592509 0.975825 -0.7305 -2.1410 -2.4048 -0.343
O -0.163923 -0.141689 2.683812 0.2304 1.6435 2.0381 -0.398
O -4.427932 -0.559117 -0.641240 -1.1104 -2.8180 1.2981 -0.560
O 4.502759 -0.797844 0.169313 -0.8685 1.3256 -1.3833 -0.603
H 0.180976 0.657110 -0.670339 -1.6844 0.2415 -0.2181 0.334
H 0.243456 1.382803 0.830586 0.2087 0.9114 1.0250 0.335
```
Positions in Å, forces in eV/Å.



Density functional theory data (the ωB97M-V functional and the def2-TZVPD basis) for C17H17ClN6O2 in the gas phase.

The value obtained for the HOMO energy is -8.51 eV. Its total energy is -43463.4300 eV. Its orbital gap is 8.423 eV. The charge is 0.

XYZ file:
```
43
Properties=species:S:1:pos:R:3:forces:R:3:mulliken_charge:R:1
O 1.892186 5.098082 -3.143656 -0.5594 -0.9692 0.6759 -0.644
Cl -2.336037 -6.879301 1.094561 0.1097 0.3370 0.1238 -0.208
N -2.141892 -1.571594 3.518948 1.5099 -0.1817 -0.7230 -0.734
N 1.265522 -0.807210 -1.742086 0.4368 -0.7232 -0.0474 -0.569
N -0.088367 -0.274676 0.122819 -0.3624 0.6699 0.0937 -0.285
O 0.403046 2.382008 1.033064 0.0547 -0.4433 -0.2123 -0.675
C 2.376042 4.056025 -2.703322 0.1797 1.4732 -0.6567 0.093
C -2.071330 -2.856882 3.189879 -1.6294 -0.7965 1.1233 0.376
C -1.307589 -0.969226 2.590370 -1.0458 -0.1362 0.8844 -0.285
C -2.696819 -3.975494 3.894837 0.3993 -0.3605 -1.4282 -0.694
C -2.728312 -5.203084 3.258080 0.1994 0.8840 -0.4830 -0.201
C -2.154769 -5.361613 1.915898 0.2739 1.4468 0.9740 -0.115
C -1.456744 -4.320529 1.339387 -0.5890 -0.8282 0.9783 -0.171
C -0.802154 -1.872285 1.702729 -0.3235 0.7148 0.2424 0.073
C 0.462681 0.017453 -1.065423 -0.5278 0.3890 0.6268 0.777
C 1.480754 -2.024865 -1.176738 0.0614 1.6642 -0.9044 -0.673
C 0.056533 -1.484576 0.614591 -0.8692 -0.7395 -0.5850 0.513
C 0.857383 -2.393224 -0.005299 1.2626 -1.6056 -0.8575 -0.796
N 3.672067 3.816095 -3.072110 -0.0896 -0.3237 0.3829 -0.416
N -1.369940 -3.105327 2.019183 0.4655 -0.1464 0.0995 0.055
N 0.076515 1.247408 -1.543520 -0.0615 0.2018 -1.0714 0.138
C -0.978801 2.092554 -0.906888 0.4967 -0.6940 -0.2133 -0.947
C 0.879163 2.013985 -2.516487 0.0179 -0.3295 0.4729 -1.409
C 0.695851 3.926428 -0.856318 0.1470 0.1339 0.3295 -1.118
C -0.279496 3.089271 -0.001670 1.0419 -0.7530 -0.5487 0.035
C 1.661299 3.079036 -1.750378 -0.8109 1.5409 -0.4664 0.947
H 0.276922 1.418142 0.868906 0.0246 0.6887 0.3136 0.524
H -1.122100 0.104227 2.542928 -0.0946 -0.4214 0.2568 0.431
H -3.140825 -3.810627 4.885795 0.2465 -0.0223 -0.6462 0.410
H -3.225610 -6.058035 3.705062 0.1472 0.1104 -0.0216 0.411
H -0.969400 -4.437785 0.386975 0.0351 0.2597 -0.0718 0.584
H 2.175744 -2.676173 -1.733181 -0.4926 0.2841 0.4119 0.398
H 1.005919 -3.391722 0.370691 0.0399 -0.0611 0.2034 0.704
H 4.149667 4.649384 -3.405269 -0.0646 -0.5645 -0.0358 0.268
H 4.195879 3.063593 -2.664835 0.1813 0.0395 0.0693 0.221
H -1.697695 1.496112 -0.354167 0.2518 -0.3239 0.1483 0.383
H -1.576151 2.569046 -1.690842 0.4010 0.1423 -0.1186 0.408
H 0.233554 2.500516 -3.245697 -0.2620 -0.0313 0.0180 0.275
H 1.558453 1.372042 -3.066429 -0.0506 -0.3254 0.0660 0.464
H 1.280610 4.618657 -0.211796 -0.3248 -0.4934 -0.3421 0.481
H 0.080736 4.556274 -1.511863 0.2356 -0.0608 -0.0099 0.340
H -1.013329 3.691653 0.479743 -0.5918 0.9123 0.2359 0.445
H 2.420834 2.616234 -1.166474 0.5303 -0.5580 0.7125 0.186
```
Positions in Å, forces in eV/Å.



Q: Number 2 is which compound?
A: C17H17ClN6O2